Record 1
ORCA calculation (ωB97M-V/def2-TZVPD) on a 3-piece molecular cluster, C23H43N2O4 overall at a distorted geometry.

Summary:
Charge: -1

Each line ends with the Löwdin charge.
Geometry (Å):
C (1.5726, -4.1277, 1.0573)  -0.07
C (1.4972, -3.1499, -0.1220)  -0.29
O (1.7512, -1.8520, 0.3394)  -0.17
C (2.5589, -1.0229, -0.5090)  -0.20
C (1.7095, -0.1039, -1.3786)  -0.28
O (1.8067, 1.2496, -1.0678)  -0.25
C (1.5637, 1.5630, 0.3700)  -0.27
C (0.1120, 1.2691, 0.7078)  -0.28
C (-1.0016, 2.2309, 0.1615)  -0.21
C (-2.2729, 1.4284, -0.1959)  -0.23
C (-3.5544, 2.2245, -0.0410)  -0.22
C (-4.8017, 1.5087, -0.6052)  -0.20
C (-5.7993, 1.0083, 0.4515)  -0.21
C (-6.2518, -0.4292, 0.1852)  -0.18
C (-5.0877, -1.4126, 0.2163)  -0.17
O (-5.0280, -2.0903, -1.0584)  -0.04
C (-3.8098, -2.6850, -1.2825)  -0.49
C (-3.2433, -2.3518, -2.6258)  0.02
O (-3.2760, -3.4282, -0.4543)  0.09
H (0.7045, -4.7765, 1.1062)  0.06
H (1.5868, -3.5222, 1.9600)  0.07
H (2.4890, -4.7133, 1.0483)  0.04
H (0.4741, -3.2178, -0.5103)  0.10
H (2.1570, -3.4583, -0.9326)  0.10
H (3.1815, -0.4269, 0.1482)  0.09
H (3.2183, -1.6210, -1.1420)  0.08
H (0.6620, -0.4390, -1.3620)  0.10
H (2.0441, -0.1929, -2.4175)  0.10
H (1.6881, 2.6419, 0.3983)  -0.01
H (0.0444, 1.3081, 1.7952)  0.08
H (-0.1723, 0.2543, 0.4251)  0.07
H (-1.2963, 2.8974, 0.9694)  0.07
H (-0.6444, 2.7969, -0.6952)  0.10
H (-2.1687, 1.0924, -1.2286)  0.11
H (-2.2930, 0.5657, 0.4685)  0.10
H (-3.4597, 3.1965, -0.5253)  0.10
H (-3.7261, 2.4429, 1.0129)  0.10
H (-5.3414, 2.1863, -1.2635)  0.10
H (-4.4675, 0.6792, -1.2245)  0.09
H (-6.6656, 1.6639, 0.4719)  0.10
H (-5.3469, 1.0158, 1.4420)  0.11
H (-6.7460, -0.4973, -0.7803)  0.11
H (-6.9883, -0.7109, 0.9354)  0.10
H (-5.2454, -2.1549, 0.9927)  0.12
H (-4.1409, -0.9144, 0.4015)  0.12
H (-2.9560, -1.3092, -2.6981)  0.09
H (-4.0172, -2.5311, -3.3711)  0.09
H (-2.4165, -3.0133, -2.8452)  0.08
C (7.6686, -5.4522, 0.4334)  -0.12
C (6.9670, -4.3702, 1.2468)  -0.26
C (5.4805, -4.2331, 0.9025)  -0.19
C (5.2929, -3.8709, -0.5021)  -0.24
N (5.1496, -3.5773, -1.6041)  0.16
H (7.6460, -5.2232, -0.6326)  0.07
H (8.7146, -5.5376, 0.7298)  0.07
H (7.1952, -6.4247, 0.5828)  0.07
H (7.4646, -3.4129, 1.0841)  0.11
H (7.0561, -4.5999, 2.3101)  0.11
H (5.0127, -3.4616, 1.5150)  0.12
H (4.9553, -5.1708, 1.0896)  0.11
C (1.2278, 7.0145, -0.2413)  -0.11
C (-0.2204, 6.5520, -0.1374)  -0.26
C (-0.6147, 6.1529, 1.2881)  -0.19
C (0.2132, 5.0468, 1.7657)  -0.23
N (0.8243, 4.1408, 2.1196)  0.20
H (1.9165, 6.2150, 0.0334)  0.08
H (1.4621, 7.3136, -1.2635)  0.07
H (1.4158, 7.8694, 0.4129)  0.07
H (-0.3769, 5.7021, -0.8034)  0.11
H (-0.8852, 7.3519, -0.4740)  0.10
H (-1.6586, 5.8372, 1.3182)  0.11
H (-0.4978, 6.9972, 1.9703)  0.11

Cartesian forces (eV/Å) of the 3 atoms listed first:
0.20 0.41 0.03
-0.73 -0.34 0.22
0.75 -0.21 -0.05

=====

Record 2
ORCA calculation (ωB97M-V/def2-TZVPD) on a 7-piece molecular cluster, C38H85IN4O9P overall at a distorted geometry.

Summary:
Charge: +1

Each line ends with the Löwdin charge.
Geometry (Å):
C (3.0232, -5.6231, -1.7819)  -0.04
C (3.0656, -4.2220, -2.6942)  -0.31
C (2.1473, -3.1333, -1.8822)  -0.16
N (0.8142, -3.6611, -1.3998)  0.03
C (-0.3382, -2.8561, -2.0031)  -0.20
N (-0.9655, -3.4466, -3.2662)  -0.02
P (-2.7450, -3.5064, -3.1706)  0.69
N (-3.2296, -4.4940, -4.4016)  -0.19
O (-3.3032, -4.1593, -1.6418)  -0.21
O (-3.4772, -1.9415, -3.5060)  -0.22
N (-0.7557, -1.6700, -1.4213)  0.09
C (-0.1445, -1.0203, -0.1995)  -0.14
C (0.9607, 0.1160, -0.7059)  -0.22
C (0.1097, 1.1263, -1.7225)  -0.62
I (0.4914, 0.7172, -3.8512)  0.74
O (4.4894, -3.8718, -2.8157)  -0.21
C (4.7443, -2.9304, -3.9172)  -0.17
C (4.6997, -1.3812, -3.2889)  -0.11
C (4.2551, -0.0609, -4.1665)  -0.06
C (4.2285, 1.3866, -3.3359)  -0.09
C (4.6098, 1.4782, -1.7159)  -0.06
C (5.0772, 0.1601, -0.8413)  -0.05
C (5.1080, -1.2926, -1.6695)  -0.02
H (2.7708, -5.3204, -0.6710)  0.08
H (2.2356, -6.3371, -2.2718)  0.09
H (4.1171, -6.0601, -1.7639)  0.10
H (2.6440, -4.4445, -3.7807)  0.16
H (1.9785, -2.1888, -2.5918)  0.11
H (2.7825, -2.7775, -0.9535)  0.14
H (0.7900, -3.6537, -0.3566)  0.12
H (-0.6199, -2.8316, -4.0364)  0.11
H (-3.7299, -5.2969, -3.9583)  -0.01
H (-2.5371, -4.5245, -1.0989)  0.10
H (-2.6819, -1.3533, -3.7338)  0.06
H (-1.5787, -1.1587, -1.8620)  0.13
H (0.2809, -1.7618, 0.5996)  0.14
H (-1.0098, -0.4001, 0.3281)  0.15
H (1.2915, 0.7615, 0.2238)  0.14
H (1.8585, -0.3606, -1.2994)  0.08
H (0.4196, 2.2458, -1.4597)  0.09
H (-1.0395, 1.0327, -1.4491)  0.06
H (4.0087, -3.0811, -4.8147)  0.13
H (5.8356, -3.1012, -4.3363)  0.15
H (3.9603, -0.1649, -5.2963)  0.09
H (3.9012, 2.3424, -3.9704)  0.09
H (4.5588, 2.5151, -1.1755)  0.08
H (5.3540, 0.1809, 0.3152)  0.10
H (5.4344, -2.2223, -1.0272)  0.10
C (-6.8855, 2.0887, -2.6480)  -0.07
C (-6.1901, 2.3085, -1.3157)  -0.27
O (-6.5747, 1.3727, -0.3118)  -0.18
C (-6.3051, -0.0004, -0.5837)  -0.27
C (-4.8288, -0.3017, -0.7760)  -0.09
H (-7.9722, 2.0779, -2.5190)  0.09
H (-6.6215, 2.8825, -3.3525)  0.08
H (-6.6007, 1.1334, -3.0985)  0.07
H (-6.4612, 3.2979, -0.9377)  0.12
H (-5.1017, 2.3120, -1.4335)  0.10
H (-6.8919, -0.3389, -1.4432)  0.12
H (-6.6677, -0.5655, 0.2820)  0.10
H (-4.4290, 0.1949, -1.6650)  0.06
H (-4.6707, -1.3775, -0.8946)  0.05
H (-4.2481, 0.0489, 0.0828)  0.08
C (5.6606, 7.3965, 0.3909)  -0.07
C (6.2202, 6.0430, -0.0111)  -0.27
O (5.4161, 5.3559, -0.9666)  -0.19
C (5.2265, 6.0026, -2.2226)  -0.28
C (6.5197, 6.2426, -2.9823)  -0.08
H (4.6299, 7.2983, 0.7454)  0.08
H (6.2667, 7.8398, 1.1861)  0.07
H (5.6511, 8.0950, -0.4510)  0.07
H (6.2630, 5.4041, 0.8750)  0.12
H (7.2486, 6.1326, -0.3756)  0.11
H (4.6689, 6.9347, -2.0886)  0.11
H (4.5878, 5.3417, -2.8190)  0.11
H (7.1721, 6.9446, -2.4548)  0.07
H (6.3100, 6.6599, -3.9714)  0.08
H (7.0758, 5.3077, -3.1031)  0.08
C (5.8220, -7.1426, 4.0436)  -0.08
C (4.6716, -6.6817, 3.1657)  -0.28
O (5.0893, -6.1683, 1.9033)  -0.18
C (5.7935, -7.0679, 1.0509)  -0.28
C (4.9854, -8.2945, 0.6640)  -0.08
H (6.5558, -6.3406, 4.1709)  0.08
H (5.4544, -7.4443, 5.0284)  0.08
H (6.3457, -7.9976, 3.6059)  0.07
H (4.1473, -5.8679, 3.6735)  0.11
H (3.9365, -7.4808, 3.0254)  0.11
H (6.7480, -7.3516, 1.5051)  0.11
H (6.0367, -6.5078, 0.1412)  0.11
H (4.7643, -8.9214, 1.5328)  0.07
H (5.5380, -8.9045, -0.0564)  0.08
H (4.0286, -8.0023, 0.2202)  0.07
C (-6.1760, -4.0243, -0.1708)  -0.09
C (-7.5935, -4.5510, -0.3121)  -0.27
O (-7.8980, -5.6138, 0.5875)  -0.16
C (-7.8113, -5.3156, 1.9787)  -0.28
C (-8.7608, -4.2165, 2.4235)  -0.08
H (-5.4504, -4.8379, -0.2667)  0.07
H (-5.9686, -3.2740, -0.9390)  0.06
H (-6.0151, -3.5568, 0.8051)  0.07
H (-7.7192, -4.9530, -1.3210)  0.12
H (-8.3271, -3.7450, -0.2086)  0.11
H (-6.7784, -5.0789, 2.2520)  0.10
H (-8.0698, -6.2379, 2.5108)  0.12
H (-8.5093, -3.2566, 1.9631)  0.06
H (-8.7159, -4.0888, 3.5088)  0.08
H (-9.7897, -4.4562, 2.1375)  0.09
C (9.4241, 9.5188, 5.1647)  -0.08
C (8.8257, 10.2934, 4.0034)  -0.28
O (7.6384, 9.7048, 3.4785)  -0.17
C (6.5371, 9.5832, 4.3753)  -0.28
C (6.0426, 10.9153, 4.9123)  -0.08
H (9.5959, 8.4748, 4.8847)  0.08
H (10.3754, 9.9632, 5.4709)  0.08
H (8.7600, 9.5186, 6.0341)  0.07
H (9.5501, 10.3135, 3.1849)  0.12
H (8.6421, 11.3374, 4.2772)  0.11
H (6.7863, 8.8972, 5.1907)  0.11
H (5.7263, 9.1114, 3.8093)  0.11
H (6.7978, 11.4035, 5.5353)  0.07
H (5.1469, 10.7721, 5.5234)  0.08
H (5.8054, 11.5986, 4.0910)  0.08
C (-11.8407, -0.5353, 1.2647)  -0.08
C (-11.2097, -0.0496, 2.5580)  -0.27
O (-9.8117, -0.3141, 2.6435)  -0.17
C (-8.9875, 0.2861, 1.6474)  -0.28
C (-9.0428, 1.8041, 1.6487)  -0.07
H (-11.6337, -1.5987, 1.1097)  0.08
H (-12.9240, -0.3864, 1.2884)  0.08
H (-11.4481, 0.0034, 0.3973)  0.07
H (-11.6767, -0.5753, 3.3950)  0.12
H (-11.4042, 1.0160, 2.7171)  0.11
H (-9.2323, -0.1166, 0.6597)  0.11
H (-7.9601, -0.0268, 1.8644)  0.10
H (-10.0379, 2.1708, 1.3800)  0.07
H (-8.3298, 2.2131, 0.9272)  0.06
H (-8.8068, 2.1982, 2.6421)  0.09

Cartesian forces (eV/Å) of the 3 atoms listed first:
0.53 1.09 -0.40
-0.45 -1.90 0.62
2.03 1.49 -1.19

=====

Record 3
ORCA calculation (ωB97M-V/def2-TZVPD) on an isolated ion of composition C6H10N and charge +1 at a distorted geometry.

Summary:
Structure (SMILES): CC1=C2CC[NH2+][C@H]12
Charge: +1

Each line ends with the Löwdin charge.
Geometry (Å):
C (2.0474, -1.5446, -0.8627)  -0.01
C (0.7422, -1.0887, -0.4130)  -0.11
C (-0.5093, -0.6749, -0.6690)  -0.06
C (-1.4307, 0.4205, -0.9247)  -0.08
C (-1.1115, 1.3927, 0.2801)  -0.11
N (-0.3394, 0.7139, 1.3398)  0.09
C (-0.1671, -0.9858, 0.6995)  0.02
H (2.7209, -0.7067, -1.0560)  0.10
H (1.9283, -2.0745, -1.8081)  0.11
H (2.5022, -2.2036, -0.1256)  0.10
H (-1.2750, 0.9131, -1.8807)  0.13
H (-2.4599, 0.0672, -0.8627)  0.13
H (-0.5477, 2.2431, -0.1054)  0.13
H (-2.0513, 1.7529, 0.6976)  0.13
H (0.5830, 1.1157, 1.4849)  0.15
H (-0.8402, 0.6664, 2.2235)  0.15
H (-0.4997, -1.6168, 1.4946)  0.13

Cartesian forces (eV/Å) of the 3 atoms listed first:
0.68 0.06 -0.17
-2.00 -0.09 0.11
1.51 -0.35 1.24

=====

Record 4
ORCA calculation (ωB97M-V/def2-TZVPD) on C5H22HfO8 as an isolated structure at a distorted geometry.

Each line ends with the Löwdin charge.
Geometry (Å):
Hf (0.2808, 0.0299, -0.2487)  2.08
C (-0.6765, -0.3300, -3.8199)  -0.26
O (0.0013, 0.0312, -2.6341)  -0.48
H (-1.5054, 0.3733, -3.8999)  0.06
H (-0.1296, -0.2714, -4.7609)  0.06
H (-1.0545, -1.3398, -3.6600)  0.06
C (1.3223, -3.6674, -0.1878)  -0.29
O (0.7815, -2.3771, -0.2031)  -0.47
H (0.6109, -4.3408, 0.2903)  0.05
H (1.6376, -4.1230, -1.1265)  0.06
H (2.1865, -3.6518, 0.4764)  0.05
C (2.9093, -0.3320, 2.3606)  -0.27
O (1.9617, 0.2743, 1.5061)  -0.47
H (3.4936, 0.4660, 2.8189)  0.06
H (2.4942, -0.9233, 3.1768)  0.05
H (3.5391, -1.0774, 1.8751)  0.06
C (-3.4096, 2.3688, 1.4521)  -0.11
C (-2.0393, 2.7503, 0.9871)  -0.43
O (-1.2890, 1.6913, 0.4438)  -0.41
H (-3.9864, 3.2076, 1.8417)  0.07
H (-3.3043, 1.5978, 2.2154)  0.06
H (-3.9588, 1.8752, 0.6504)  0.06
H (-1.6149, 3.2275, 1.8704)  0.10
H (-2.0470, 3.5666, 0.2648)  0.10
O (1.2800, 2.2350, -0.8113)  -0.08
H (1.1236, 2.7431, -1.6073)  0.08
H (1.8960, 2.7650, -0.3055)  0.08
O (2.5644, -0.2310, -1.2265)  -0.11
H (3.3016, -0.3137, -0.6216)  0.06
H (2.8772, -0.6242, -2.0412)  0.08
O (-1.8979, -1.0177, -0.5730)  -0.09
H (-2.7208, -0.5733, -0.7769)  0.08
H (-2.1361, -1.9420, -0.5001)  0.08
O (-0.7127, -0.6589, 1.8870)  -0.11
H (-1.6075, -0.7617, 2.2109)  0.07
H (-0.1716, -0.6464, 2.6765)  0.07

Cartesian forces (eV/Å) of the 3 atoms listed first:
0.45 -1.25 -0.08
-0.57 0.31 1.96
1.40 0.54 2.73

=====

Record 5
ORCA calculation (ωB97M-V/def2-TZVPD) on a 2-piece molecular cluster, C3H11NO2 overall at a distorted geometry.

Summary:
Structure (SMILES): NCCCO.O

Each line ends with the Löwdin charge.
Geometry (Å):
N (1.2533, 2.2769, -0.3573)  0.03
C (0.4702, 1.0091, -0.0139)  -0.20
C (-0.0748, 1.1408, 1.5022)  -0.20
C (-1.1843, 0.2617, 1.8060)  -0.39
O (-1.6033, 0.4427, 3.1033)  -0.10
H (0.8368, 2.8407, -0.9366)  -0.02
H (2.1866, 2.1099, -0.4949)  0.02
H (-0.4149, 1.0541, -0.7542)  0.12
H (1.0299, 0.1620, -0.2331)  0.07
H (-0.4313, 2.1988, 1.5704)  0.12
H (0.8594, 0.9818, 2.1162)  0.13
H (-0.9252, -0.9109, 1.9109)  0.16
H (-2.1249, 0.3291, 1.1374)  0.14
H (-2.4384, 0.9665, 3.0229)  0.11
O (1.0274, -4.6667, -4.1587)  -0.14
H (1.0244, -5.7043, -4.2119)  0.08
H (0.5090, -4.4922, -5.0085)  0.06

Cartesian forces (eV/Å) of the 3 atoms listed first:
-0.19 -4.99 5.23
-2.53 4.26 -0.20
2.68 1.20 -2.88

=====

What did we get for relative energy (zero: lowest compared OMol25 entry of this formula, charge and spin)? Answer: 0.0 1379.9 145.4 0.0 202.2 kJ/mol, in the order shown.
What did we get for HOMO energy? Answer: -0.65 -10.78 -14.13 -7.85 -8.89 eV, in the order shown.